# 1
ORCA calculation (wB97M-V/def2-TZVPD) on a cluster of 7 separate species, C41H36N7O12S in total.

Cartesian coordinates (Å):
S (4.900, 5.544, -1.640)
C (6.266, 4.638, -0.739)
C (6.528, 3.136, -0.910)
C (7.644, 2.319, -0.187)
C (8.472, 3.231, 0.793)
C (8.072, 4.719, 0.822)
N (7.062, 5.423, 0.132)
H (3.704, 5.081, -1.053)
H (4.936, 5.257, -2.998)
H (5.847, 2.564, -1.640)
H (7.817, 1.205, -0.315)
H (9.319, 2.812, 1.433)
H (8.712, 5.369, 1.527)
C (-0.635, 4.032, -4.401)
C (-0.926, 2.764, -3.908)
C (0.076, 1.996, -3.325)
C (1.368, 2.511, -3.236)
C (1.667, 3.779, -3.734)
C (0.660, 4.538, -4.318)
N (2.420, 1.716, -2.600)
O (2.127, 0.606, -2.193)
O (3.540, 2.213, -2.508)
H (-1.421, 4.631, -4.850)
H (-1.936, 2.374, -3.977)
H (-0.165, 1.010, -2.946)
H (2.671, 4.185, -3.674)
H (0.881, 5.527, -4.707)
C (-1.588, -4.806, -1.882)
C (-0.722, -4.232, -2.808)
C (-1.016, -2.989, -3.360)
C (-2.181, -2.328, -2.971)
C (-3.055, -2.901, -2.049)
C (-2.754, -4.145, -1.505)
N (-2.482, -1.009, -3.530)
O (-1.703, -0.543, -4.351)
O (-3.495, -0.443, -3.142)
H (-1.352, -5.773, -1.449)
H (0.184, -4.752, -3.099)
H (-0.334, -2.553, -4.081)
H (-3.965, -2.395, -1.745)
H (-3.426, -4.599, -0.785)
C (-0.441, -11.038, 0.688)
C (-1.140, -10.901, -0.509)
C (-2.198, -10.003, -0.599)
C (-2.545, -9.242, 0.516)
C (-1.855, -9.380, 1.719)
C (-0.800, -10.283, 1.801)
N (-3.642, -8.276, 0.420)
O (-4.238, -8.195, -0.645)
O (-3.897, -7.602, 1.408)
H (0.388, -11.736, 0.753)
H (-0.857, -11.493, -1.373)
H (-2.734, -9.905, -1.536)
H (-2.122, -8.796, 2.593)
H (-0.254, -10.396, 2.731)
C (-4.558, 1.908, -0.643)
C (-5.257, 2.045, -1.839)
C (-6.313, 2.946, -1.929)
C (-6.658, 3.708, -0.814)
C (-5.968, 3.569, 0.388)
C (-4.915, 2.664, 0.469)
N (-7.754, 4.676, -0.911)
O (-8.349, 4.757, -1.976)
O (-8.007, 5.350, 0.076)
H (-3.730, 1.207, -0.579)
H (-4.975, 1.452, -2.702)
H (-6.849, 3.044, -2.866)
H (-6.234, 4.155, 1.261)
H (-4.369, 2.550, 1.400)
C (-0.047, -3.757, 4.197)
C (-1.255, -4.370, 3.877)
C (-1.522, -5.658, 4.329)
C (-0.573, -6.321, 5.105)
C (0.641, -5.715, 5.422)
C (0.901, -4.428, 4.964)
N (-0.861, -7.668, 5.603)
O (-1.929, -8.174, 5.288)
O (-0.020, -8.207, 6.307)
H (0.156, -2.749, 3.847)
H (-1.990, -3.843, 3.278)
H (-2.467, -6.126, 4.073)
H (1.386, -6.227, 6.021)
H (1.842, -3.946, 5.207)
C (4.303, 9.892, 2.770)
C (4.830, 8.692, 2.301)
C (3.999, 7.757, 1.695)
C (2.639, 8.036, 1.558)
C (2.105, 9.233, 2.032)
C (2.943, 10.161, 2.640)
N (1.764, 7.066, 0.897)
O (2.264, 6.013, 0.507)
O (0.589, 7.357, 0.766)
H (4.955, 10.622, 3.239)
H (5.890, 8.487, 2.407)
H (4.423, 6.826, 1.334)
H (1.048, 9.456, 1.934)
H (2.538, 11.096, 3.010)

Computed properties:
Frontier orbital gap in eV: 7.122
E_LUMO in eV: -4.1
Electronic energy in hartree: -3267.3651
Total charge: +1

***

# 2
ORCA calculation (wB97M-V/def2-TZVPD) on a cluster of 8 separate species, C41H37F16NO22S in total.

Cartesian coordinates (Å):
C (0.009, -2.733, -2.291)
C (0.825, -2.424, -1.037)
O (0.635, -1.107, -0.515)
C (0.802, -0.115, -1.455)
C (1.778, -0.136, -2.421)
C (1.891, 0.886, -3.356)
C (0.990, 1.942, -3.319)
C (0.023, 1.968, -2.326)
C (-0.093, 0.962, -1.378)
N (-1.045, 0.971, -0.350)
C (-2.325, 1.477, -0.644)
C (-3.469, 0.932, -0.035)
C (-3.429, -0.222, 0.945)
C (-4.404, -1.368, 0.592)
C (-3.726, -2.687, 0.295)
F (-2.505, -2.530, -0.284)
F (-3.526, -3.398, 1.422)
C (-4.562, -3.549, -0.687)
F (-5.867, -3.466, -0.368)
F (-4.207, -4.841, -0.554)
C (-4.365, -3.185, -2.181)
F (-3.277, -3.807, -2.645)
F (-4.192, -1.867, -2.354)
C (-5.574, -3.601, -3.074)
F (-5.161, -3.610, -4.339)
F (-6.545, -2.711, -2.973)
F (-6.017, -4.808, -2.781)
C (-4.714, 1.486, -0.309)
C (-4.884, 2.555, -1.173)
C (-3.765, 3.098, -1.785)
C (-2.513, 2.563, -1.508)
S (-1.095, 3.346, -2.247)
H (0.684, -2.937, -3.120)
H (-0.572, -3.641, -2.159)
H (-0.681, -1.939, -2.561)
H (0.503, -3.113, -0.260)
H (1.894, -2.588, -1.170)
H (2.489, -0.948, -2.466)
H (2.672, 0.832, -4.099)
H (1.043, 2.739, -4.045)
H (-1.085, 0.070, 0.100)
H (-3.739, 0.169, 1.907)
H (-2.446, -0.640, 1.105)
H (-5.098, -1.097, -0.194)
H (-5.024, -1.557, 1.467)
H (-5.588, 1.062, 0.171)
H (-5.864, 2.969, -1.345)
H (-3.838, 3.946, -2.442)
O (-1.529, 0.184, 3.165)
C (-1.895, 0.689, 4.177)
O (-1.062, 1.141, 5.136)
C (-1.858, 1.789, 6.139)
C (-3.208, 1.146, 5.925)
F (-4.226, 1.994, 6.200)
O (-3.196, 0.866, 4.532)
H (-1.883, 2.861, 5.951)
H (-1.451, 1.615, 7.130)
H (-3.360, 0.216, 6.475)
O (0.942, 2.597, 6.425)
C (1.866, 2.249, 5.752)
O (1.777, 1.948, 4.443)
C (3.115, 1.729, 3.951)
C (3.844, 1.365, 5.217)
F (5.133, 1.785, 5.190)
O (3.133, 2.114, 6.205)
H (3.499, 2.654, 3.516)
H (3.138, 0.948, 3.198)
H (3.815, 0.317, 5.478)
O (-3.368, 6.141, -2.193)
C (-2.425, 6.857, -2.266)
O (-1.494, 6.804, -3.247)
C (-0.604, 7.910, -3.070)
C (-0.784, 8.223, -1.603)
F (-0.645, 9.553, -1.350)
O (-2.131, 7.844, -1.378)
H (-0.925, 8.740, -3.701)
H (0.414, 7.633, -3.329)
H (-0.138, 7.661, -0.933)
O (0.205, 6.244, 1.496)
C (0.019, 6.035, 2.647)
O (0.873, 5.370, 3.456)
C (0.369, 5.453, 4.794)
C (-1.099, 5.710, 4.557)
F (-1.646, 6.482, 5.528)
O (-1.088, 6.430, 3.338)
H (0.849, 6.286, 5.310)
H (0.562, 4.535, 5.342)
H (-1.705, 4.810, 4.436)
O (4.292, -2.302, -4.792)
C (4.668, -3.020, -3.928)
O (5.716, -3.870, -4.035)
C (5.936, -4.458, -2.747)
C (4.583, -4.301, -2.100)
F (4.681, -4.124, -0.760)
O (4.095, -3.105, -2.690)
H (6.710, -3.902, -2.217)
H (6.243, -5.496, -2.846)
H (3.888, -5.117, -2.306)
O (3.757, -0.938, 3.488)
C (2.782, -1.520, 3.844)
O (2.235, -2.565, 3.194)
C (1.148, -3.062, 3.983)
C (0.794, -1.853, 4.817)
F (0.341, -2.197, 6.048)
O (2.053, -1.203, 4.949)
H (1.494, -3.891, 4.601)
H (0.332, -3.399, 3.350)
H (0.086, -1.169, 4.349)
O (4.733, -7.797, -4.814)
C (4.939, -7.336, -5.887)
O (6.079, -6.691, -6.236)
C (6.003, -6.400, -7.636)
C (4.512, -6.421, -7.882)
F (4.210, -6.863, -9.126)
O (4.063, -7.368, -6.927)
H (6.516, -7.181, -8.199)
H (6.459, -5.439, -7.857)
H (4.010, -5.468, -7.709)

Computed properties:
Frontier orbital gap in eV: 7.284
E_LUMO in eV: 0.3
Electronic energy in hartree: -5290.7791
Total charge: 0
SMILES: CCOc1cccc2c1Nc1c(CCC(F)(F)C(F)(F)C(F)(F)C(F)(F)F)cccc1S2.O=C1OC[C@@H](F)O1.O=C1OC[C@@H](F)O1.O=C1OC[C@@H](F)O1.O=C1OC[C@@H](F)O1.O=C1OC[C@@H](F)O1.O=C1OC[C@@H](F)O1.O=C1OC[C@@H](F)O1

***

# 3
ORCA calculation (wB97M-V/def2-TZVPD) on a structure of composition C41H37F5HfP2S.

Cartesian coordinates (Å):
Hf (1.303, -1.661, 0.749)
C (-3.085, 0.440, 4.228)
C (-3.810, 0.498, 3.089)
C (-4.047, 1.646, 2.162)
C (-2.916, 1.970, 1.159)
C (-1.603, 2.384, 1.756)
C (-1.314, 2.740, 3.023)
C (-2.259, 2.872, 4.187)
C (-2.617, 1.612, 5.020)
C (3.446, -1.715, 0.688)
H (-2.935, -0.527, 4.727)
H (-4.269, -0.434, 2.740)
H (-4.337, 2.556, 2.710)
H (-4.936, 1.359, 1.563)
H (-2.737, 1.066, 0.586)
H (-3.275, 2.727, 0.439)
H (-0.780, 2.433, 0.999)
H (-0.281, 3.091, 3.258)
H (-3.204, 3.280, 3.804)
H (-1.782, 3.574, 4.898)
H (-1.785, 1.266, 5.651)
H (-3.412, 1.919, 5.726)
H (3.636, -2.186, 1.682)
H (4.111, -0.838, 0.619)
H (3.782, -2.460, -0.046)
P (0.036, -1.826, -1.447)
P (1.962, 0.497, -1.801)
C (-0.650, -0.220, -1.943)
C (0.245, 0.714, -2.288)
C (-0.052, -2.767, -3.001)
C (-1.007, -2.347, -3.937)
C (-1.203, -3.062, -5.109)
C (-0.442, -4.205, -5.363)
C (0.559, -4.590, -4.460)
C (0.771, -3.878, -3.280)
C (-1.470, -2.231, -0.437)
C (-1.663, -1.432, 0.732)
C (-2.379, -2.018, 1.801)
C (-3.089, -3.204, 1.622)
C (-2.955, -3.939, 0.431)
C (-2.105, -3.471, -0.576)
C (2.552, 0.751, -3.650)
C (2.168, -0.194, -4.618)
C (2.488, -0.013, -5.968)
C (3.210, 1.112, -6.381)
C (3.604, 2.053, -5.426)
C (3.275, 1.872, -4.072)
C (2.179, 2.249, -1.219)
C (3.437, 2.547, -0.667)
C (3.735, 3.849, -0.261)
C (2.776, 4.865, -0.390)
C (1.515, 4.563, -0.915)
C (1.216, 3.260, -1.319)
H (-1.752, -0.143, -2.001)
H (0.014, 1.525, -2.991)
H (-1.592, -1.448, -3.753)
H (-1.966, -2.724, -5.805)
H (-0.635, -4.790, -6.264)
H (1.166, -5.470, -4.680)
H (1.557, -4.170, -2.578)
H (-1.627, -0.318, 0.660)
H (-2.424, -1.480, 2.752)
H (-3.755, -3.579, 2.401)
H (-3.494, -4.900, 0.322)
H (-1.888, -4.078, -1.454)
H (1.613, -1.092, -4.319)
H (2.181, -0.754, -6.706)
H (3.463, 1.252, -7.434)
H (4.170, 2.930, -5.731)
H (3.598, 2.624, -3.349)
H (4.185, 1.757, -0.587)
H (4.729, 4.072, 0.139)
H (3.021, 5.889, -0.094)
H (0.764, 5.346, -1.028)
H (0.235, 3.072, -1.743)
F (-0.054, -1.870, 6.882)
C (0.316, -1.315, 5.719)
C (0.808, -0.025, 5.716)
F (0.957, 0.655, 6.880)
C (1.168, 0.528, 4.513)
F (1.594, 1.815, 4.461)
C (1.108, -0.198, 3.302)
S (1.552, 0.574, 1.827)
C (0.627, -1.509, 3.288)
F (1.004, -3.500, 1.120)
C (0.178, -2.008, 4.504)
F (-0.427, -3.214, 4.554)

Computed properties:
Frontier orbital gap (spin up / spin down) in eV: 3.266 / 3.374
E_LUMO (spin up / spin down) in eV: -10.4 / -10.3
Electronic energy in hartree: -3212.0255
Total charge: +2

***

# 4
ORCA calculation (wB97M-V/def2-TZVPD) on a cluster of 2 separate species, C41H37N7O6 in total.

Cartesian coordinates (Å):
C (-5.363, -2.094, 4.734)
C (-4.025, -1.472, 4.491)
C (-3.825, -0.699, 3.353)
C (-2.580, -0.132, 3.061)
C (-2.480, 0.616, 1.766)
C (-1.534, -0.311, 3.980)
N (-0.234, 0.218, 3.707)
C (0.080, 1.560, 3.470)
C (-0.883, 2.649, 3.500)
C (-0.719, 3.664, 2.530)
C (-1.764, 4.553, 2.284)
C (-2.930, 4.510, 3.056)
C (-3.022, 3.609, 4.124)
C (-1.984, 2.720, 4.387)
N (1.349, 1.688, 3.162)
N (1.897, 0.421, 3.261)
C (3.311, 0.260, 3.148)
C (4.111, 1.137, 3.902)
C (3.537, 2.216, 4.755)
C (5.496, 0.962, 3.876)
C (6.091, -0.055, 3.132)
C (7.577, -0.213, 3.121)
C (5.282, -0.900, 2.380)
C (3.900, -0.723, 2.319)
C (3.156, -1.558, 1.330)
C (0.930, -0.484, 3.480)
C (1.235, -1.886, 3.812)
O (2.219, -2.120, 4.549)
C (0.421, -2.995, 3.297)
C (0.691, -4.335, 3.861)
C (-0.551, -2.790, 2.273)
C (-0.337, -1.886, 1.210)
C (-1.207, -1.857, 0.123)
C (-2.413, -2.563, 0.153)
C (-2.694, -3.384, 1.251)
C (-1.747, -3.568, 2.248)
C (-1.733, -1.024, 5.165)
C (-0.698, -1.162, 6.236)
C (-2.968, -1.641, 5.380)
H (-5.347, -2.657, 5.672)
H (-6.145, -1.326, 4.792)
H (-5.627, -2.777, 3.915)
H (-4.647, -0.553, 2.650)
H (-1.449, 0.765, 1.432)
H (-3.009, 0.060, 0.977)
H (-2.974, 1.598, 1.848)
H (0.202, 3.686, 1.945)
H (-1.672, 5.273, 1.473)
H (-3.762, 5.183, 2.838)
H (-3.917, 3.594, 4.744)
H (-2.024, 2.059, 5.256)
H (4.364, 2.817, 5.149)
H (2.863, 2.859, 4.180)
H (2.983, 1.819, 5.615)
H (6.124, 1.633, 4.466)
H (7.849, -1.084, 2.520)
H (8.051, 0.675, 2.687)
H (7.970, -0.338, 4.137)
H (5.744, -1.699, 1.796)
H (3.889, -2.128, 0.742)
H (2.507, -2.297, 1.816)
H (2.567, -0.958, 0.622)
H (0.106, -5.094, 3.327)
H (1.762, -4.579, 3.773)
H (0.431, -4.374, 4.931)
H (0.548, -1.247, 1.225)
H (-0.953, -1.273, -0.756)
H (-3.110, -2.460, -0.679)
H (-3.659, -3.888, 1.323)
H (-1.925, -4.256, 3.084)
H (-1.219, -1.399, 7.174)
H (-0.001, -1.990, 6.033)
H (-0.124, -0.240, 6.394)
H (-3.113, -2.245, 6.277)
O (0.923, -4.537, -6.592)
N (1.762, -3.648, -6.367)
O (2.838, -3.542, -7.004)
C (1.548, -2.659, -5.327)
C (2.505, -1.667, -5.118)
C (2.352, -0.724, -4.068)
N (3.351, 0.300, -3.870)
O (4.291, 0.397, -4.691)
O (3.223, 1.053, -2.874)
C (1.240, -0.748, -3.205)
C (0.217, -1.689, -3.432)
N (-1.012, -1.815, -2.860)
O (-1.556, -2.962, -3.506)
N (-0.731, -3.452, -4.508)
C (0.364, -2.660, -4.469)
H (3.383, -1.609, -5.756)
H (1.104, -0.035, -2.393)

Computed properties:
Frontier orbital gap in eV: 3.287
E_LUMO in eV: -2.8
Electronic energy in hartree: -2418.9563
ΔE to the lowest compared entry with this formula, charge and spin in kJ/mol: 0.0
Total charge: 0

***

# 5
ORCA calculation (wB97M-V/def2-TZVPD) on a structure of composition C41H38Br2ClN4OPt.

Cartesian coordinates (Å):
Pt (-0.480, 0.050, -0.113)
C (-2.751, 0.001, 5.667)
C (-3.085, -0.232, 4.340)
C (-2.098, -0.249, 3.367)
C (-0.773, -0.010, 3.713)
C (-0.434, 0.222, 5.043)
C (-1.423, 0.224, 6.013)
N (0.196, -0.060, 2.667)
N (1.181, 0.672, 2.885)
C (2.234, 0.732, 1.959)
C (3.243, 1.579, 2.449)
C (4.444, 1.766, 1.815)
C (4.659, 1.060, 0.628)
C (3.703, 0.214, 0.126)
C (2.436, -0.009, 0.746)
H (-3.519, 0.008, 6.430)
H (-4.117, -0.402, 4.059)
H (-2.336, -0.419, 2.324)
H (0.603, 0.397, 5.296)
H (-1.158, 0.401, 7.049)
H (3.015, 2.082, 3.381)
H (5.196, 2.430, 2.220)
H (5.586, 1.186, 0.079)
H (3.903, -0.295, -0.807)
C (-0.509, -3.499, 0.124)
C (-1.861, -2.917, -0.057)
C (-2.993, -3.765, -0.048)
C (-4.240, -3.258, -0.217)
C (-4.401, -1.868, -0.401)
C (-5.647, -1.222, -0.570)
Br (-7.260, -2.230, -0.580)
C (-5.719, 0.134, -0.714)
C (-4.555, 0.905, -0.698)
Br (-4.688, 2.781, -0.881)
C (-3.288, 0.346, -0.551)
O (-2.212, 1.049, -0.552)
C (-3.228, -1.083, -0.399)
N (-1.974, -1.617, -0.230)
H (-0.584, -4.559, 0.354)
H (0.021, -2.975, 0.919)
H (0.087, -3.378, -0.782)
H (-2.841, -4.826, 0.101)
H (-5.111, -3.900, -0.205)
H (-6.675, 0.623, -0.833)
Cl (-0.385, 5.460, 4.575)
C (-0.165, 4.442, 3.166)
C (1.104, 4.246, 2.660)
C (1.267, 3.428, 1.549)
C (0.189, 2.795, 0.936)
C (0.384, 1.900, -0.255)
C (-1.085, 3.043, 1.462)
C (-1.267, 3.853, 2.570)
H (1.956, 4.721, 3.129)
H (2.263, 3.278, 1.150)
H (1.439, 1.886, -0.530)
H (-0.167, 2.335, -1.098)
H (-1.942, 2.582, 0.990)
H (-2.257, 4.025, 2.972)
C (2.543, -2.300, 2.710)
C (3.012, -3.243, 1.611)
C (2.398, -4.631, 1.878)
C (2.902, -2.900, 0.100)
C (3.676, -3.811, -0.614)
C (3.680, -3.874, -1.988)
C (2.891, -2.972, -2.661)
C (2.161, -1.960, -2.028)
C (1.487, -1.081, -3.100)
C (0.075, -1.614, -3.379)
C (1.449, 0.434, -2.936)
C (2.161, -1.888, -0.603)
N (1.529, -0.856, 0.163)
H (2.548, -2.843, 3.659)
H (1.539, -1.926, 2.540)
H (3.207, -1.447, 2.820)
H (4.090, -3.366, 1.764)
H (1.314, -4.590, 1.842)
H (2.679, -4.969, 2.878)
H (2.728, -5.380, 1.159)
H (4.283, -4.514, -0.053)
H (4.293, -4.591, -2.519)
H (2.884, -2.995, -3.745)
H (2.092, -1.268, -3.990)
H (-0.591, -1.346, -2.553)
H (0.066, -2.700, -3.489)
H (-0.331, -1.167, -4.290)
H (0.683, 0.693, -2.210)
H (1.183, 0.897, -3.889)
H (2.401, 0.842, -2.598)

Computed properties:
Frontier orbital gap in eV: 6.503
E_LUMO in eV: 2.2
Electronic energy in hartree: -7607.0312
Total charge: -1

***

Q: Among the records above, which one has the highest electronic energy?
A: C41H37N7O6